--- a ---
A 4-piece molecular cluster, C4H16O4 overall, computed with ωB97M-V/def2-TZVPD.

Last column: Mulliken charge in e.
Geometry (Å):
C  0.04957  2.72180  1.27927  -0.585
O  -0.13989  1.32384  1.37396  -0.471
H  0.61202  2.90673  0.36408  0.224
H  -0.90635  3.24516  1.25981  0.286
H  0.54731  3.07587  2.18202  0.272
H  -0.63967  1.12245  2.16848  0.258
C  2.84984  -2.91869  1.06933  -0.545
O  2.62712  -3.95202  0.12324  -0.508
H  3.66031  -3.11853  1.77027  0.304
H  3.00616  -1.96628  0.56279  0.199
H  1.93686  -2.76786  1.64536  0.259
H  2.41620  -4.77768  0.56527  0.298
C  0.84172  -0.74928  -1.51483  -0.472
O  -0.44415  -0.31169  -1.32751  -0.437
H  0.93402  -1.30718  -2.44667  0.272
H  1.45971  0.14067  -1.39576  0.222
H  0.99249  -1.46486  -0.70656  0.132
H  -0.32694  0.02939  -0.43782  0.241
C  -3.37337  1.78340  -0.98938  -0.275
O  -3.64219  0.46756  -1.42831  -0.516
H  -2.90341  2.40391  -1.75241  0.257
H  -4.24581  2.31376  -0.60774  0.301
H  -2.55410  1.70069  -0.27520  -0.054
H  -2.75743  0.09883  -1.48167  0.339

spin multiplicity = 1
E_LUMO = 0.0185 Ha
SMILES = CO.CO.CO.CO
charge = 0
Kohn-Sham gap = 0.3778 hartree
HOMO level = -0.3593 Eh

=====

--- b ---
A 4-piece molecular cluster, C4H16O4 overall, computed with ωB97M-V/def2-TZVPD.

Last column: Mulliken charge in e.
Geometry (Å):
C  -4.46066  15.19897  12.53342  -1.081
C  -5.70531  14.85101  13.33188  0.351
C  -5.48192  14.96714  14.83943  -1.323
O  -6.79344  15.68545  12.91834  -0.536
H  -3.60180  14.59599  12.82187  0.364
H  -4.21850  16.25345  12.69975  0.328
H  -4.65911  15.06103  11.47016  0.253
H  -6.01919  13.82964  13.10943  0.256
H  -4.62035  14.37656  15.15656  0.366
H  -6.35126  14.61410  15.39446  0.309
H  -5.29399  16.00791  15.12029  0.345
H  -6.49970  16.59570  13.03467  0.360
C  -9.17508  16.92089  7.21171  -0.565
O  -8.88950  17.12222  8.58990  -0.576
H  -8.24254  17.03343  6.66114  0.213
H  -9.54411  15.91146  7.00968  0.270
H  -9.88856  17.65610  6.83234  0.300
H  -9.71091  17.13071  9.08829  0.289
O  -6.73215  15.47877  9.42662  -0.694
H  -6.82199  15.26129  10.36114  0.321
H  -7.50294  16.03645  9.22358  0.392
O  -6.08109  14.89462  6.68775  -0.613
H  -6.18752  15.16934  7.61033  0.367
H  -5.64197  15.63023  6.25375  0.305

spin multiplicity = 1
E_LUMO = 0.0253 Ha
SMILES = CC(C)O.CO.O.O
charge = 0
Kohn-Sham gap = 0.4131 hartree
HOMO level = -0.3878 Eh

=====

Energies relative to the most stable structure are a 2.189; b 0.000, reported in eV.

=====

--- a ---
A 4-piece molecular cluster, C4H16O4 overall, computed with ωB97M-V/def2-TZVPD.

Last column: Mulliken charge in e.
Geometry (Å):
C  -1.95457  2.09915  0.13281  -0.580
O  -0.73156  1.81391  -0.70354  -0.493
H  -2.74401  1.32597  -0.01545  0.161
H  -2.46657  2.92221  -0.02381  0.382
H  -1.65739  2.01021  1.18048  0.241
H  -0.15563  1.04474  -0.56285  0.309
C  2.21672  -1.60408  -0.53039  -0.535
O  0.80180  -0.99930  -0.65134  -0.418
H  3.05539  -0.93740  -0.98723  0.220
H  2.19325  -2.51284  -1.22707  0.274
H  2.49172  -1.66438  0.53998  0.222
H  0.22402  -1.52246  -0.93834  0.251
C  -2.79744  -2.13711  -0.91125  -0.601
O  -1.63413  -2.55980  -1.59084  -0.532
H  -2.82151  -1.12626  -1.02849  0.234
H  -3.02371  -2.42781  0.17210  0.208
H  -3.53354  -2.46090  -1.59061  0.362
H  -1.82325  -3.14055  -2.30912  0.298
C  2.28939  1.62907  1.80638  -0.429
O  3.00278  2.63879  2.43559  -0.578
H  2.88793  0.80576  1.96253  0.214
H  2.20185  1.88028  0.65807  0.183
H  1.31967  1.33952  2.08722  0.282
H  2.65879  3.58327  2.09514  0.327

spin multiplicity = 1
E_LUMO = 0.0248 Ha
SMILES = CO.CO.CO.CO
charge = 0
Kohn-Sham gap = 0.3890 hartree
HOMO level = -0.3643 Eh

=====

--- b ---
A 5-piece molecular cluster, C4H16O4 overall, computed with ωB97M-V/def2-TZVPD.

Last column: Mulliken charge in e.
Geometry (Å):
C  2.07667  -0.79422  -3.14399  -1.075
C  2.31361  0.42552  -2.29335  -0.147
C  1.42566  1.40802  -2.15451  -0.117
C  1.55687  2.52440  -1.12736  -1.153
H  1.14129  -1.26218  -2.89692  0.281
H  2.23001  -0.55811  -4.19314  0.291
H  2.93271  -1.47041  -3.12417  0.334
H  3.15783  0.48636  -1.61975  0.317
H  0.50883  1.43549  -2.73559  0.336
H  1.92605  2.22811  -0.14526  0.317
H  0.58715  2.99798  -1.01997  0.328
H  2.30200  3.21939  -1.52230  0.289
O  -0.92939  -4.58096  1.55392  -0.652
H  -1.32945  -4.79643  0.70821  0.318
H  -0.96815  -3.65177  1.81395  0.347
O  -2.70115  -0.50946  0.69757  -0.635
H  -2.23073  -0.81448  1.48095  0.350
H  -2.00402  -0.28225  0.07182  0.306
O  -0.49136  -1.36397  2.54515  -0.656
H  -0.55554  -0.91237  3.39378  0.305
H  0.39440  -1.74064  2.55868  0.317
O  -3.57045  2.91246  3.91632  -0.640
H  -3.95136  3.07390  3.05082  0.324
H  -3.82146  2.02561  4.18513  0.315

spin multiplicity = 1
E_LUMO = 0.0058 Ha
SMILES = C/C=C/C.O.O.O.O
charge = 0
Kohn-Sham gap = 0.3444 hartree
HOMO level = -0.3386 Eh

=====

Energies relative to the most stable structure are a 3.761; b 0.000, reported in eV.

=====

--- a ---
An isolated molecule of C3H9N3O, computed with ωB97M-V/def2-TZVPD.

Last column: Mulliken charge in e.
Geometry (Å):
C  2.30267  -0.65965  -0.28016  -0.176
N  1.25717  -1.36052  -0.40349  -0.521
C  -0.28020  -0.72957  -0.50275  0.254
O  -1.10131  -1.83094  -0.33017  -0.514
N  -0.36334  0.27459  0.49657  -0.165
C  -0.03036  1.61489  0.01458  -0.872
N  -1.99774  0.34850  0.74087  -0.665
H  2.35624  0.40118  0.01517  0.181
H  3.29433  -1.11921  -0.42700  0.256
H  -0.41645  -0.36825  -1.52517  0.330
H  -0.59406  -2.39644  0.27576  0.370
H  -0.08324  2.31698  0.85186  0.296
H  -0.69262  1.97464  -0.78131  0.371
H  0.99099  1.70274  -0.36422  0.327
H  -2.57055  -0.45531  0.45930  0.300
H  -2.07154  0.28638  1.76015  0.230

spin multiplicity = 1
E_LUMO = 0.0361 Ha
SMILES = C=N[C@@H](O)N(C)N
charge = 0
Kohn-Sham gap = 0.3593 hartree
HOMO level = -0.3232 Eh

=====

--- b ---
An isolated molecule of C3H9N3O, computed with ωB97M-V/def2-TZVPD.

Last column: Mulliken charge in e.
Geometry (Å):
H  2.44303  -1.59229  -1.14300  0.256
N  1.60717  -0.99854  -1.04384  -0.523
N  1.68563  -0.25206  -0.07577  -0.117
N  0.49078  -0.21456  0.85235  0.309
C  0.61361  0.52507  2.08730  -0.854
C  -0.77170  -0.38617  0.24839  -0.794
C  -0.95238  0.49074  -1.22807  -0.395
O  -1.67508  -0.29325  -2.13640  -0.518
H  0.32104  -0.13848  2.90669  0.292
H  1.64015  0.86232  2.24691  0.311
H  -0.05573  1.39169  2.08751  0.316
H  -0.92158  -1.44019  -0.00018  0.311
H  -1.58767  -0.02561  0.88366  0.412
H  -1.52347  1.36758  -0.92171  0.240
H  -0.07675  0.86730  -1.75931  0.431
H  -1.23704  -0.16353  -3.00453  0.325

spin multiplicity = 1
E_LUMO (alpha / beta) = 0.0241 / 0.0241 Ha
SMILES = [H]/N=N/N(C)CCO
charge = 0
Kohn-Sham gap (alpha / beta) = 0.3384 / 0.3385 hartree
HOMO level (alpha / beta) = -0.3143 / -0.3144 Eh

=====

Energies relative to the most stable structure are a 0.000; b 0.731, reported in eV.

=====

--- a ---
An isolated molecule of C3H9N3O, computed with ωB97M-V/def2-TZVPD.

Last column: Mulliken charge in e.
Geometry (Å):
C  -1.16426  0.52026  -1.20086  -1.283
C  -0.95945  -0.02705  0.16824  0.869
N  -2.07274  0.16054  1.09668  -0.550
C  0.11629  -0.56074  0.71839  -0.714
N  1.41123  -0.74861  0.04179  0.059
N  1.76491  0.21871  -0.89349  -0.501
O  2.44765  -0.94775  0.99934  -0.442
H  -2.00953  0.02238  -1.67721  0.346
H  -0.27575  0.35795  -1.80228  0.404
H  -1.38901  1.58503  -1.14990  0.294
H  -2.14282  -0.55712  1.80662  0.237
H  -2.96274  0.25231  0.62531  0.242
H  0.13060  -0.98082  1.71365  0.309
H  2.17197  1.06658  -0.48722  0.198
H  2.42690  -0.18997  -1.54497  0.213
H  2.50676  -0.17169  1.58591  0.320

spin multiplicity = 1
E_LUMO = 0.0348 Ha
SMILES = C/C(N)=C\N(N)O
charge = 0
Kohn-Sham gap = 0.3151 hartree
HOMO level = -0.2804 Eh

=====

--- b ---
An isolated molecule of C3H9N3O, computed with ωB97M-V/def2-TZVPD.

Last column: Mulliken charge in e.
Geometry (Å):
C  1.73158  0.62405  1.53999  -1.036
C  0.40073  -0.18312  1.82480  -0.370
N  -0.41306  -0.43500  0.75030  0.883
O  -1.36540  -1.27772  1.00716  -0.807
N  -0.30676  0.13245  -0.42435  -0.435
N  -1.23363  -0.23371  -1.22611  -0.034
C  -0.97574  0.09282  -2.62375  -0.856
H  2.14564  0.49904  0.43724  0.254
H  1.59559  1.67954  1.54399  0.307
H  2.51847  0.45755  2.21341  0.390
H  0.81967  -1.15256  2.30578  0.228
H  -0.15885  0.22831  2.68254  0.281
H  -2.07165  -0.77673  -0.94714  0.260
H  0.08276  0.28626  -2.84397  0.341
H  -1.07300  -0.75881  -3.19382  0.346
H  -1.69634  0.81763  -3.04606  0.247

spin multiplicity = 1
E_LUMO = 0.0374 Ha
SMILES = CC/[N+]([O-])=N/NC
charge = 0
Kohn-Sham gap = 0.3295 hartree
HOMO level = -0.2921 Eh

=====

--- c ---
An isolated molecule of C3H9N3O, computed with ωB97M-V/def2-TZVPD.

Last column: Mulliken charge in e.
Geometry (Å):
N  -1.34890  -1.77144  -0.12228  -0.626
C  -0.77313  -1.26027  1.12730  -0.441
N  -0.34753  -0.00340  0.83219  -0.218
C  0.86133  -0.03301  0.09284  0.527
O  1.56961  -1.06139  0.03426  -0.620
C  1.26074  1.30633  -0.60370  -0.683
N  0.27354  2.20742  -1.11743  -0.534
H  -0.94057  -2.79424  -0.34714  0.243
H  -2.36507  -1.88264  -0.08032  0.226
H  -1.49733  -1.21551  2.07757  0.312
H  -0.05047  -1.87391  1.61566  0.339
H  -0.43706  1.00958  1.09731  0.358
H  1.91119  1.82820  0.01227  0.313
H  1.91121  0.90896  -1.36709  0.348
H  0.63082  2.80827  -1.94475  0.226
H  -0.65839  1.82705  -1.30670  0.229

spin multiplicity = 1
E_LUMO = 0.0347 Ha
SMILES = NCNC(=O)CN
charge = 0
Kohn-Sham gap = 0.3748 hartree
HOMO level = -0.3401 Eh

=====

--- d ---
A 2-piece molecular cluster, C3H9N3O overall, computed with ωB97M-V/def2-TZVPD.

Last column: Mulliken charge in e.
Geometry (Å):
N  0.47007  -0.36735  2.15641  -0.796
N  0.39285  -0.72059  0.81004  0.501
N  0.18002  -2.07179  0.58849  -0.763
C  1.23004  0.02570  -0.13840  0.091
O  1.93581  0.96805  0.19205  -0.554
H  -0.28368  0.29971  2.32191  0.243
H  1.32978  0.18135  2.26904  0.283
H  -0.50093  -2.36753  1.28722  0.282
H  1.03133  -2.57719  0.83573  0.243
H  1.29663  -0.51749  -1.09309  0.436
C  -1.02938  1.28404  -0.90181  -0.444
C  -1.31756  1.11601  -2.19528  -0.497
H  -0.98112  0.38352  -0.13892  0.220
H  -0.91998  2.28508  -0.49119  0.251
H  -1.32997  1.94894  -2.89239  0.240
H  -1.50393  0.12953  -2.60982  0.263

spin multiplicity = 1
E_LUMO = 0.0284 Ha
SMILES = NN(N)C=O.C=C
charge = 0
Kohn-Sham gap = 0.3692 hartree
HOMO level = -0.3408 Eh

=====

Energies relative to the most stable structure are a 1.509; b 2.535; c 0.000; d 1.670, reported in eV.

=====

--- a ---
An isolated molecule of C9H18N2O3, computed with ωB97M-V/def2-TZVPD.

Last column: Mulliken charge in e.
Geometry (Å):
C  -4.00784  -0.53134  0.72031  -1.268
C  -2.73910  -0.19408  -0.13444  0.687
C  -2.40489  -1.40927  -1.04187  -1.473
C  -1.51730  0.08943  0.77089  -1.515
C  -0.17507  0.55316  0.18484  0.370
N  0.82430  0.27040  1.13298  -0.236
C  2.11338  -0.12914  0.96677  0.448
O  2.93398  -0.14689  1.86212  -0.660
C  2.66931  -0.45828  -0.50329  0.223
C  4.15367  -0.78145  -0.46187  -1.411
N  2.37900  0.60483  -1.45096  -0.421
C  -0.41547  2.11124  -0.04686  0.373
O  -1.36577  2.55432  -0.63895  -0.554
O  0.57876  2.91869  0.31639  -0.565
H  -3.71650  -0.97019  1.75252  0.291
H  -4.57173  -1.30073  0.09959  0.318
H  -4.55981  0.37677  0.93114  0.337
H  -2.91432  0.69940  -0.77676  0.348
H  -3.24650  -1.69828  -1.64031  0.441
H  -2.20286  -2.31296  -0.32287  0.279
H  -1.57124  -1.29087  -1.74561  0.369
H  -1.73297  0.81155  1.68500  0.259
H  -1.34372  -0.90564  1.20933  0.504
H  -0.00522  -0.02019  -0.73781  0.509
H  0.82171  0.37000  2.14563  0.220
H  2.12191  -1.27611  -0.85848  0.266
H  4.65361  0.08095  -0.01189  0.342
H  4.56126  -1.09077  -1.47471  0.359
H  4.29565  -1.57565  0.28116  0.362
H  3.10531  0.87984  -2.06001  0.271
H  2.04903  1.41304  -1.00174  0.126
H  1.22941  2.35823  0.84976  0.401

spin multiplicity = 1
E_LUMO = 0.0208 Ha
SMILES = CC(C)C[C@H](NC(=O)[C@H](C)N)C(=O)O
charge = 0
Kohn-Sham gap = 0.3707 hartree
HOMO level = -0.3499 Eh

=====

--- b ---
An isolated molecule of C9H18N2O3, computed with ωB97M-V/def2-TZVPD.

Last column: Mulliken charge in e.
Geometry (Å):
C  1.86248  -2.36439  -0.64723  -1.027
C  1.82215  -1.20394  -1.74127  -1.050
C  0.63731  -0.29718  -1.82600  0.380
C  0.81353  0.72363  -3.03176  -1.575
C  0.29863  0.22009  -0.53138  1.433
N  -1.09306  0.39379  -0.28631  -0.051
C  -2.00673  0.11910  0.80755  0.141
O  -2.81019  0.89320  1.22535  -0.595
C  -1.46026  -1.14016  1.55193  0.636
C  -2.47331  -1.44896  2.59761  -1.476
N  -0.24020  -0.80674  2.13817  -0.395
C  1.00118  1.58866  -0.19125  0.061
O  0.47900  2.67609  -0.03070  -0.536
O  2.42639  1.31563  -0.16163  -0.440
H  2.08855  -2.07878  0.38757  0.301
H  0.90955  -3.04163  -0.43117  0.204
H  2.68082  -3.08995  -0.81658  0.389
H  1.99377  -1.52879  -2.72030  0.575
H  2.72580  -0.55687  -1.60949  0.252
H  -0.17399  -1.05292  -2.15072  0.211
H  -0.10373  1.32950  -3.23078  0.359
H  1.27218  0.17726  -3.84002  0.425
H  1.42666  1.55854  -2.70391  0.345
H  0.84060  -0.42280  0.23284  -0.764
H  -1.59122  1.01138  -0.84819  0.280
H  -1.26290  -1.97501  0.85221  0.188
H  -1.97598  -2.09516  3.30179  0.413
H  -3.47107  -1.81315  2.30598  0.333
H  -2.70387  -0.43340  3.12211  0.271
H  0.53843  -1.31245  1.91781  0.193
H  -0.29045  -0.21755  2.94605  0.156
H  2.69823  2.17194  0.12843  0.361

spin multiplicity = 1
E_LUMO = 0.0249 Ha
SMILES = CC[C@H](C)[C@H](NC(=O)[C@H](C)N)C(=O)O
charge = 0
Kohn-Sham gap = 0.3456 hartree
HOMO level = -0.3208 Eh

=====

Energies relative to the most stable structure are a 0.000; b 1.272, reported in eV.